ORCA calculation (ωB97M-V with the def2-TZVPD basis set) on 2 unconnected molecules or ions with the total composition C7H14O.

Calculated values
ΔE to the lowest compared entry with this formula, charge and spin	50.0	kcal/mol
SMILES string	C=C/C=C/CCC.O
E_HOMO	-8.80	eV
total charge	0

Each line ends with the Mulliken charge.
Cartesian coordinates (Å):
C  -1.761  1.297  -0.013  -0.911
C  -1.488  1.008  1.452  -0.287
C  0.044  1.055  1.825  -1.014
C  0.989  0.559  0.794  -0.250
C  1.227  -0.734  0.548  -0.054
C  1.932  -1.301  -0.640  -0.270
C  1.999  -0.597  -1.760  -0.814
H  -1.016  2.028  -0.334  0.270
H  -2.801  1.614  -0.080  0.346
H  -1.618  0.487  -0.726  0.156
H  -1.761  0.038  1.871  0.295
H  -1.935  1.796  2.057  0.263
H  0.150  0.562  2.800  0.402
H  0.274  2.099  2.087  0.369
H  1.304  1.321  0.093  0.389
H  0.812  -1.456  1.245  0.334
H  2.313  -2.288  -0.425  0.327
H  1.796  0.417  -2.076  0.244
H  2.519  -1.033  -2.622  0.225
H  -1.361  -3.008  -1.952  0.301
H  -0.632  -1.638  -1.753  0.340
O  -0.987  -2.227  -2.392  -0.660

***

ORCA calculation (ωB97M-V with the def2-TZVPD basis set) on a molecular structure, C14H20BF4N3ORbSn.

Calculated values
E_HOMO	-9.35	eV
total charge	+1

Each line ends with the Mulliken charge.
Cartesian coordinates (Å):
Rb  3.896  0.753  -2.580  0.996
Sn  0.975  -6.468  -0.012  0.894
B  -0.146  -0.917  0.307  0.638
F  -1.022  -1.963  -0.032  -0.443
F  -0.578  -0.294  1.414  -0.342
F  1.095  -1.544  0.442  -0.442
F  -0.097  -0.067  -0.779  -0.413
C  -0.691  -4.352  -7.685  -0.868
C  -0.505  -4.929  -6.204  -0.117
O  0.834  -5.316  -5.842  -0.368
H  -0.119  -4.977  -8.371  0.290
H  -0.332  -3.330  -7.806  0.256
H  -1.738  -4.305  -7.987  0.319
H  -1.148  -5.786  -6.003  0.277
H  -0.753  -4.164  -5.469  0.235
N  1.592  4.486  1.807  0.003
C  2.742  5.162  2.211  -0.389
C  2.686  6.429  1.563  -0.433
C  1.475  6.445  0.888  -0.580
C  0.816  5.278  1.079  -0.367
H  1.423  3.516  2.030  0.202
H  3.423  4.572  2.805  0.386
H  3.513  7.119  1.642  0.390
H  1.006  7.293  0.411  0.381
H  -0.104  4.818  0.752  0.411
N  4.143  -1.011  6.947  -0.024
C  5.314  -0.702  7.712  -0.406
C  5.018  0.542  8.268  -0.433
C  3.755  0.979  7.804  -0.424
C  3.232  -0.014  6.946  -0.410
H  4.068  -1.920  6.512  0.196
H  6.129  -1.410  7.705  0.357
H  5.699  1.168  8.825  0.379
H  3.245  1.874  8.126  0.377
H  2.291  -0.178  6.442  0.388
N  -4.969  -0.570  -3.139  0.002
C  -6.001  -0.487  -2.243  -0.435
C  -7.230  -0.667  -2.937  -0.319
C  -6.899  -0.900  -4.291  -0.380
C  -5.507  -0.787  -4.390  -0.478
H  -3.982  -0.563  -2.923  0.212
H  -5.912  -0.240  -1.195  0.366
H  -8.210  -0.496  -2.517  0.375
H  -7.629  -1.195  -5.030  0.376
H  -4.800  -0.879  -5.201  0.363

***

ORCA calculation (ωB97M-V with the def2-TZVPD basis set) on a gas-phase ion, C8H15BrN (charge +1).

Calculated values
ΔE to the lowest compared entry with this formula, charge and spin	156.5	kcal/mol
E_HOMO (spin up / spin down)	-12.01 / -12.13	eV
total charge	+1

Each line ends with the Mulliken charge.
Cartesian coordinates (Å):
C  -2.102  0.182  0.265  -0.099
C  -0.088  0.170  -1.083  -0.361
C  -1.856  1.263  1.235  -0.673
C  -0.337  1.432  1.222  -0.505
C  -0.529  -2.406  0.591  -0.437
C  -0.130  2.537  -1.137  -0.850
C  0.917  -0.904  -0.853  -0.353
C  0.265  -2.296  -0.736  -0.719
N  0.243  1.430  -0.187  0.009
Br  -3.687  -0.410  -0.279  0.108
H  -2.341  2.195  1.035  0.418
H  -2.056  1.018  2.326  0.368
H  -0.198  2.442  1.639  0.377
H  0.095  0.490  1.677  0.372
H  0.150  -1.991  1.363  0.186
H  -0.751  -3.446  0.833  0.412
H  -1.426  -1.814  0.450  -0.222
H  0.442  3.347  -1.021  0.501
H  -0.076  2.197  -2.231  0.288
H  -1.051  2.889  -0.839  0.335
H  1.634  -0.778  0.011  0.442
H  1.439  -0.827  -1.822  0.203
H  1.023  -3.197  -0.795  0.302
H  -0.374  -2.474  -1.519  0.449
H  1.319  1.329  -0.171  0.449

***

ORCA calculation (ωB97M-V with the def2-TZVPD basis set) on 2 unconnected molecules or ions with the total composition C11H12NO2.

Calculated values
ΔE to the lowest compared entry with this formula, charge and spin	5.8	kcal/mol
E_HOMO	-4.42	eV
total charge	-1

Each line ends with the Mulliken charge.
Cartesian coordinates (Å):
C  0.434  -0.283  -3.576  -1.327
C  -0.926  -0.608  -1.433  -0.545
C  0.185  0.600  0.035  -0.548
C  0.109  -0.036  -2.138  0.401
C  0.858  0.737  -1.216  0.855
C  0.570  1.300  1.178  -0.276
C  1.702  2.089  1.098  -0.701
C  1.959  1.609  -1.290  -0.551
C  2.357  2.253  -0.140  -0.401
N  -0.914  -0.173  -0.144  0.002
H  -1.685  -0.542  0.615  0.394
H  -1.493  -1.456  -1.797  0.338
H  0.056  1.196  2.127  0.380
H  1.464  -0.630  -3.764  0.336
H  0.184  0.572  -4.205  0.242
H  1.901  2.770  1.916  0.325
H  2.529  1.760  -2.202  0.362
H  3.275  2.831  -0.148  0.330
H  -0.059  -1.193  -3.935  0.353
C  -1.178  -1.963  2.932  -0.833
C  -2.602  -1.659  2.463  0.605
O  -2.731  -1.093  1.323  -0.760
O  -3.531  -2.035  3.180  -0.720
H  -1.101  -2.914  3.452  0.323
H  -0.888  -1.129  3.575  0.154
H  -0.477  -2.003  2.091  0.263

***

ORCA calculation (ωB97M-V with the def2-TZVPD basis set) on 11 unconnected molecules or ions with the total composition C23H47NO41S10.

Calculated values
E_HOMO (spin up / spin down)	-12.06 / -12.06	eV
2S+1	2
total charge	+1
expectation value of S²	0.756

Each line ends with the Mulliken charge.
Cartesian coordinates (Å):
C  -2.035  -3.635  5.300  -0.631
C  -1.954  -2.455  6.241  -0.267
O  -1.258  -1.459  5.528  -0.320
S  -0.639  -2.027  4.097  1.595
O  0.785  -1.688  4.035  -0.769
O  -1.517  -1.786  2.914  -0.598
O  -0.748  -3.602  4.611  -0.309
H  -2.784  -3.365  4.556  0.311
H  -2.161  -4.614  5.762  0.375
H  -1.352  -2.725  7.108  0.294
H  -2.928  -2.028  6.480  0.339
C  3.554  -1.840  -3.581  -0.051
C  5.004  -2.163  -3.945  -0.457
O  5.251  -3.124  -2.945  -0.421
S  4.752  -2.516  -1.458  1.008
O  5.498  -1.338  -1.016  -0.582
O  4.555  -3.618  -0.527  -0.541
O  3.385  -2.071  -2.220  0.054
H  2.795  -2.453  -4.066  0.133
H  3.461  -0.800  -3.894  0.184
H  5.707  -1.334  -3.863  0.285
H  4.999  -2.624  -4.933  0.386
C  -3.112  4.407  -1.250  0.218
C  -2.510  3.453  -2.280  -0.799
O  -2.835  2.176  -1.858  0.018
S  -4.394  2.081  -1.400  1.198
O  -4.553  1.054  -0.360  -0.411
O  -5.271  2.109  -2.577  -0.617
O  -4.286  3.621  -0.750  -0.447
H  -3.339  5.377  -1.692  0.415
H  -2.381  4.600  -0.464  -0.136
H  -1.422  3.514  -2.289  0.462
H  -2.865  3.631  -3.295  0.315
C  -4.856  3.220  2.931  -0.281
C  -3.516  2.899  2.313  0.694
O  -3.542  1.502  2.042  -0.144
S  -4.412  0.734  3.193  0.944
O  -3.431  0.022  4.038  -0.309
O  -5.475  -0.017  2.636  -0.567
O  -5.015  2.194  3.764  -0.432
H  -5.735  3.199  2.287  0.312
H  -4.750  4.139  3.507  0.307
H  -2.664  3.286  2.872  -0.143
H  -3.288  3.309  1.329  -0.533
C  -4.234  0.378  -5.662  -0.292
C  -2.707  0.708  -5.426  0.451
O  -2.008  -0.483  -5.167  -0.255
S  -3.037  -1.618  -4.514  1.094
O  -3.046  -1.550  -3.054  -0.442
O  -2.882  -2.958  -5.097  -0.636
O  -4.418  -0.904  -5.145  -0.375
H  -4.525  0.362  -6.712  0.272
H  -4.921  1.080  -5.188  0.266
H  -2.580  1.490  -4.677  -0.567
H  -2.193  1.232  -6.232  0.384
C  0.463  -2.398  -6.025  0.049
C  -0.280  -3.242  -7.017  -0.064
O  0.668  -3.627  -8.039  -0.454
S  1.993  -2.597  -8.024  1.096
O  1.587  -1.310  -8.656  -0.558
O  3.197  -3.256  -8.447  -0.534
O  1.791  -2.526  -6.436  -0.266
H  0.425  -2.952  -5.086  0.049
H  0.186  -1.351  -5.902  0.185
H  -1.094  -2.621  -7.390  0.242
H  -0.659  -4.173  -6.594  0.299
C  -0.108  -0.527  0.297  0.713
C  -1.269  0.027  -0.510  0.894
O  -0.595  0.606  -1.594  -0.364
S  0.654  -0.374  -2.078  0.780
O  1.757  0.422  -2.541  -0.562
O  0.082  -1.452  -2.993  -0.372
O  0.826  -1.015  -0.550  0.109
H  -0.383  -1.413  0.870  -0.496
H  0.291  0.130  1.070  -0.380
H  -1.977  0.710  -0.041  -0.680
H  -1.911  -0.712  -0.990  0.303
C  1.736  -4.594  2.340  -0.059
C  1.438  -6.066  2.507  -0.434
O  0.742  -6.324  1.305  -0.349
S  -0.194  -5.025  0.872  1.035
O  -1.568  -5.156  1.361  -0.597
O  -0.064  -4.704  -0.538  -0.459
O  0.660  -3.965  1.766  0.049
H  2.624  -4.439  1.726  0.126
H  1.970  -4.101  3.283  0.244
H  0.667  -6.234  3.259  0.294
H  2.257  -6.783  2.575  0.285
C  -0.123  1.784  5.402  -0.257
C  0.405  1.781  3.930  0.945
O  1.141  2.995  3.983  -0.217
S  0.380  4.193  4.877  0.936
O  -0.875  4.567  4.229  -0.464
O  1.328  5.201  5.385  -0.571
O  0.090  3.025  6.010  -0.410
H  0.424  1.041  5.982  0.342
H  -1.166  1.478  5.484  0.259
H  -0.337  2.088  3.193  -0.343
H  0.979  0.873  3.743  -0.314
C  1.124  5.973  1.202  -0.533
C  0.539  6.235  -0.203  -0.314
O  -0.077  5.008  -0.603  -0.427
S  0.480  3.701  0.247  1.131
O  1.476  2.953  -0.541  -0.617
O  -0.607  2.926  0.863  -0.289
O  1.205  4.604  1.431  -0.259
H  0.468  6.416  1.951  0.316
H  2.100  6.450  1.292  0.314
H  1.295  6.525  -0.932  0.286
H  -0.153  7.077  -0.210  0.360
C  3.546  -1.041  2.678  0.149
C  4.444  0.150  2.570  0.506
O  4.107  1.321  2.797  -0.177
N  5.701  -0.174  2.227  -0.070
C  6.846  0.777  2.188  -0.953
H  2.635  -0.624  2.248  -0.456
H  3.239  -1.172  3.715  0.338
H  3.889  -1.958  2.197  0.311
H  5.867  -1.168  2.287  0.284
H  7.737  0.271  1.816  0.351
H  7.074  1.110  3.200  0.401
H  6.742  1.675  1.578  0.330

***

ORCA calculation (ωB97M-V with the def2-TZVPD basis set) on a molecular structure, C21H54FN2O7Pb.

Calculated values
ΔE to the lowest compared entry with this formula, charge and spin	496.6	kcal/mol
E_HOMO	-9.02	eV
total charge	+1

Each line ends with the Mulliken charge.
Cartesian coordinates (Å):
Pb  -0.930  -0.930  0.475  2.522
F  0.363  0.290  -0.298  0.862
C  3.347  -1.264  -2.643  -1.771
C  2.413  -0.419  -1.739  -0.560
C  2.549  1.106  -2.022  -0.939
O  1.098  -0.822  -1.996  -0.685
H  4.396  -1.013  -2.491  0.415
H  3.067  -1.158  -3.691  0.335
H  3.194  -2.326  -2.450  0.526
H  2.571  -0.651  -0.686  0.504
H  2.009  1.775  -1.352  0.337
H  2.312  1.292  -3.070  0.317
H  3.586  1.406  -1.872  0.456
H  0.630  -0.336  -1.314  1.000
C  2.834  0.873  2.580  -1.569
C  2.157  1.490  1.341  1.634
C  2.671  2.844  1.006  -1.854
O  2.364  0.658  0.209  -0.392
H  2.395  1.133  3.543  0.383
H  3.848  1.241  2.734  0.462
H  2.748  -0.213  2.624  0.348
H  1.069  1.529  1.407  -0.492
H  2.318  3.554  1.754  0.351
H  2.277  3.205  0.056  0.367
H  3.758  2.859  0.917  0.566
H  1.516  0.422  -0.173  -0.023
C  -1.612  3.362  -2.463  -1.447
C  -0.495  2.486  -1.877  0.667
C  0.124  3.135  -0.662  -1.373
O  -1.019  1.263  -1.479  -0.029
H  -1.333  4.332  -2.876  0.475
H  -2.384  3.466  -1.700  0.242
H  -2.101  2.808  -3.264  0.375
H  0.330  2.439  -2.589  0.227
H  -0.665  3.387  0.046  0.333
H  0.562  4.063  -1.031  0.754
H  0.865  2.450  -0.251  -1.519
H  -0.360  0.754  -1.001  -1.072
C  -1.171  2.271  1.291  -1.743
O  -1.068  0.990  1.781  0.273
C  -0.654  0.850  3.146  -0.462
C  -1.009  -0.635  3.556  -1.137
N  -0.692  -1.709  2.581  -0.108
C  0.789  -1.818  2.432  -0.899
C  1.173  -2.895  1.436  -1.293
O  0.837  -2.426  0.162  0.779
C  1.502  -3.052  -0.904  -1.768
H  -0.246  2.847  1.302  0.360
H  -1.786  2.828  1.998  0.846
H  -1.618  2.288  0.298  0.165
H  -1.125  1.519  3.866  0.542
H  0.419  1.025  3.217  -0.210
H  -2.020  -0.798  3.926  0.465
H  -0.455  -0.856  4.468  0.573
H  -1.158  -2.482  3.033  0.258
H  1.208  -2.042  3.413  0.823
H  1.216  -0.867  2.110  -0.244
H  0.674  -3.862  1.502  0.403
H  2.243  -3.079  1.530  0.493
H  1.360  -4.132  -0.919  0.274
H  2.579  -2.939  -1.032  0.556
H  1.131  -2.709  -1.869  0.689
C  -1.103  -4.320  0.008  -1.168
O  -1.070  -2.992  -0.478  0.125
C  -1.415  -2.893  -1.905  -1.362
C  -1.132  -1.456  -2.447  -0.324
N  -1.611  -0.472  -1.537  -0.916
C  -3.079  -0.468  -1.387  -1.016
C  -3.533  0.697  -0.540  -0.310
O  -2.834  0.554  0.756  0.307
C  -3.485  1.146  1.879  -1.160
H  -0.999  -4.225  1.088  0.300
H  -0.259  -4.916  -0.338  0.283
H  -2.049  -4.760  -0.307  0.358
H  -2.464  -3.169  -2.003  0.621
H  -0.900  -3.592  -2.564  0.438
H  -1.466  -1.328  -3.477  0.586
H  -0.052  -1.373  -2.563  -0.153
H  -1.369  0.454  -1.859  1.806
H  -3.496  -1.394  -0.993  0.279
H  -3.394  -0.401  -2.429  0.469
H  -4.610  0.679  -0.374  0.647
H  -3.156  1.583  -1.049  -0.121
H  -3.877  2.114  1.566  0.352
H  -2.911  1.208  2.803  0.275
H  -4.339  0.516  2.125  0.319

***

Repeat the second record exactly.
ORCA calculation (ωB97M-V with the def2-TZVPD basis set) on a molecular structure, C14H20BF4N3ORbSn.

Calculated values
E_HOMO	-9.35	eV
total charge	+1

Each line ends with the Mulliken charge.
Cartesian coordinates (Å):
Rb  3.896  0.753  -2.580  0.996
Sn  0.975  -6.468  -0.012  0.894
B  -0.146  -0.917  0.307  0.638
F  -1.022  -1.963  -0.032  -0.443
F  -0.578  -0.294  1.414  -0.342
F  1.095  -1.544  0.442  -0.442
F  -0.097  -0.067  -0.779  -0.413
C  -0.691  -4.352  -7.685  -0.868
C  -0.505  -4.929  -6.204  -0.117
O  0.834  -5.316  -5.842  -0.368
H  -0.119  -4.977  -8.371  0.290
H  -0.332  -3.330  -7.806  0.256
H  -1.738  -4.305  -7.987  0.319
H  -1.148  -5.786  -6.003  0.277
H  -0.753  -4.164  -5.469  0.235
N  1.592  4.486  1.807  0.003
C  2.742  5.162  2.211  -0.389
C  2.686  6.429  1.563  -0.433
C  1.475  6.445  0.888  -0.580
C  0.816  5.278  1.079  -0.367
H  1.423  3.516  2.030  0.202
H  3.423  4.572  2.805  0.386
H  3.513  7.119  1.642  0.390
H  1.006  7.293  0.411  0.381
H  -0.104  4.818  0.752  0.411
N  4.143  -1.011  6.947  -0.024
C  5.314  -0.702  7.712  -0.406
C  5.018  0.542  8.268  -0.433
C  3.755  0.979  7.804  -0.424
C  3.232  -0.014  6.946  -0.410
H  4.068  -1.920  6.512  0.196
H  6.129  -1.410  7.705  0.357
H  5.699  1.168  8.825  0.379
H  3.245  1.874  8.126  0.377
H  2.291  -0.178  6.442  0.388
N  -4.969  -0.570  -3.139  0.002
C  -6.001  -0.487  -2.243  -0.435
C  -7.230  -0.667  -2.937  -0.319
C  -6.899  -0.900  -4.291  -0.380
C  -5.507  -0.787  -4.390  -0.478
H  -3.982  -0.563  -2.923  0.212
H  -5.912  -0.240  -1.195  0.366
H  -8.210  -0.496  -2.517  0.375
H  -7.629  -1.195  -5.030  0.376
H  -4.800  -0.879  -5.201  0.363